C5H12O2 | ωB97M-V with the def2-TZVPD basis set

Structure (ORCA input):
```
! wB97M-V def2-TZVPD RIJCOSX def2/J DEFGRID3
* xyz 0 1
C 2.224 0.388 1.340
C 0.715 0.399 1.114
C 0.343 -0.197 -0.237
O 0.723 -1.560 -0.354
C -1.143 -0.156 -0.554
C -1.600 -0.287 -1.896
O -1.918 -0.362 0.495
H 2.631 -0.625 1.253
H 2.734 1.016 0.601
H 2.472 0.772 2.334
H 0.204 -0.167 1.905
H 0.316 1.418 1.150
H 0.859 0.331 -1.044
H 0.421 -2.015 0.445
H -1.182 1.744 -0.569
H -2.658 -0.479 -2.056
H -1.424 1.014 -1.503
H -0.895 -0.690 -2.617
H -2.822 -0.544 0.194
*
```

## Properties
maximum force	0.27	eV/A
LUMO energy	0.6	eV
gap between HOMO and LUMO	0.2857	hartree